Record 1
A cluster of 14 separate species, C4H37N2O15 in total at a distorted geometry, computed with wB97M-V/def2-TZVPD.

Values from the calculation:
- max |F| (eV/Å) = 5.7
- frontier orbital gap (eV) = 8.2
- charge = -1
- energy relative to the best compared isomer or geometry (same formula, charge and spin) (kcal per mole) = 159.1
- HOMO (eV) = -6.2
- E (Eh) = -1412.61224
- multiplicity = 1

Last column: Löwdin charge in e.
Geometry (Å):
C  0.01404  -1.37868  0.77003  -0.13
N  1.13791  -0.26104  0.82648  -0.08
C  2.23042  -0.47957  -0.26639  -0.40
O  2.60014  -1.75487  -0.54373  -0.26
C  -1.18767  -0.98144  -0.19449  -0.22
N  -1.88772  0.20333  0.36208  -0.06
C  -2.72596  0.95589  -0.82987  -0.21
O  -3.63345  1.77425  -0.22319  -0.06
H  -0.51673  -1.23187  1.84743  0.14
H  0.54299  -2.44742  0.58989  0.12
H  1.63473  -0.57797  1.73887  0.10
H  2.94203  0.25022  0.11320  0.10
H  1.67950  -0.11755  -1.19938  0.07
H  -1.91865  -1.87676  -0.28828  0.12
H  -0.99283  -0.82180  -1.22119  0.07
H  -1.16904  0.80715  0.74212  0.06
H  -3.44511  0.16042  -1.10537  0.11
H  -2.23275  1.33047  -1.72512  0.12
H  -3.23985  2.43391  0.32481  0.03
H  -3.88651  -3.40876  -0.72332  0.09
H  -4.64375  -2.20426  -0.30906  -0.01
O  -4.28340  -2.96769  0.10374  -0.08
H  -3.52219  0.58454  2.65197  0.01
H  -2.71771  -0.39595  1.81288  0.01
O  -2.91146  -0.16317  2.78589  -0.14
H  -0.90586  3.98943  0.41512  -0.01
H  -1.98571  4.49296  1.31250  0.03
O  -1.74299  3.76553  0.77155  -0.03
H  3.99240  -1.96393  0.65227  -0.04
H  4.00744  -2.17788  2.10817  -0.04
O  4.46962  -2.35000  1.36255  -0.01
H  3.23782  -4.25368  -0.05310  -0.06
H  1.83429  -3.81335  0.25349  0.03
O  2.41646  -4.58466  -0.01473  -0.04
H  0.42032  -3.68039  -1.53992  -0.01
H  0.29552  -5.24563  -2.02062  -0.02
O  0.00088  -4.61976  -1.40321  -0.13
H  1.65378  -2.28055  -1.39806  0.03
H  1.59143  -2.62786  -3.02910  0.05
O  0.97669  -2.47455  -2.29365  -0.17
H  2.22919  0.08376  -2.55528  0.04
H  1.72519  1.32858  -1.86494  0.04
O  1.91510  0.99893  -2.79714  -0.12
H  -0.02557  0.83756  -4.02571  0.04
H  0.36522  -0.69664  -4.07336  -0.01
O  -0.36471  -0.09196  -4.15869  -0.10
H  1.46021  1.62090  3.07360  0.04
H  0.78088  3.01830  3.66349  -0.03
O  1.37695  2.55720  3.17158  0.01
H  0.74730  1.94258  0.56944  0.04
H  2.03227  2.58481  1.04207  0.08
O  1.53494  2.39397  0.19144  -0.09
H  1.15833  3.99382  -0.48183  -0.03
H  0.77063  4.60783  -1.74679  0.08
O  0.63368  4.74172  -0.76226  -0.09
H  -0.77696  3.69466  3.51958  0.01
H  -1.94583  3.02383  2.68988  0.07
O  -1.74585  3.75309  3.38168  -0.10

=====

Record 2
A structure of composition C4H37N3O14 at a distorted geometry, computed with wB97M-V/def2-TZVPD.

Values from the calculation:
- max |F| (eV/Å) = 7.3
- frontier orbital gap (eV) = 9.7
- energy relative to the best compared isomer or geometry (same formula, charge and spin) (kcal per mole) = 70.6
- HOMO (eV) = -9.8
- E (Eh) = -1392.16943
- multiplicity = 1

Last column: Löwdin charge in e.
Geometry (Å):
C  -1.92598  1.09102  -1.33720  -0.23
N  -1.03379  1.64772  -2.37642  0.02
C  -1.31888  0.86157  0.02130  -0.34
C  -0.57111  2.03039  0.65029  -0.03
N  -2.33093  0.35809  0.95796  0.12
C  -2.58076  -0.96490  1.06122  -0.55
N  -3.70125  -1.28780  1.83357  0.14
O  -2.09282  -1.90971  0.39478  -0.02
H  -2.42264  0.14480  -1.74210  0.13
H  -2.81569  1.73327  -1.42079  0.12
H  -0.05004  1.43140  -2.21634  0.06
H  -1.34349  1.34326  -3.29052  0.07
H  -0.57841  0.07825  -0.17551  0.15
H  -0.09875  1.63296  1.53667  0.05
H  0.21314  2.40827  -0.02980  0.06
H  -1.08614  2.92555  0.91355  0.08
H  -3.00372  1.02679  1.27927  0.16
H  -3.76675  -0.93078  2.79933  0.10
H  -3.77938  -2.26697  2.02478  0.09
H  -1.53523  -0.47723  3.66840  0.00
H  -1.24772  -1.99351  3.84412  0.01
O  -1.88275  -1.24588  4.12275  -0.12
H  1.80186  0.90512  -3.71568  -0.10
H  2.63476  -0.09171  -3.13531  0.06
O  2.52384  0.87856  -3.06557  -0.10
H  2.93219  0.92494  1.79004  0.04
H  1.56456  0.40445  2.43161  -0.01
O  2.46252  0.17756  2.17161  -0.09
H  -1.20926  -2.46292  -1.12279  0.01
H  -1.59359  -3.86773  -1.41566  0.06
O  -0.95903  -3.20328  -1.69892  -0.07
H  1.96393  -1.70763  1.62286  0.04
H  1.74398  -1.54042  3.01925  0.05
O  1.39697  -2.08769  2.30841  -0.07
H  1.11916  -0.97009  -4.35768  0.06
H  0.30053  0.30185  -4.42418  0.09
O  1.22162  0.01343  -4.38139  -0.03
H  1.65162  -4.00295  0.37230  0.03
H  2.79552  -3.39812  1.26248  0.01
O  2.57166  -3.71973  0.38672  -0.06
H  0.40556  1.47024  4.41033  0.09
H  1.90731  1.43264  4.33987  0.07
O  1.13601  1.28622  3.78485  -0.06
H  2.07444  4.01602  -0.75185  0.04
H  1.78730  3.11451  -1.95995  0.00
O  1.49919  3.90904  -1.51148  -0.04
H  -1.12953  3.81745  -2.01970  -0.03
H  -0.70478  5.01928  -1.14107  0.03
O  -1.38630  4.71500  -1.77387  -0.10
H  0.06516  -3.09985  -3.20271  0.08
H  1.33681  -2.10871  -2.84176  0.04
O  0.80091  -2.47155  -3.54652  -0.09
H  0.03489  -3.11049  2.67012  0.03
H  -1.46427  -2.82125  2.04335  0.01
O  -0.92254  -3.06893  2.78399  -0.05
H  3.21821  0.72288  -0.22176  0.04
H  2.65618  1.43929  -1.30324  0.00
O  2.71572  1.54805  -0.32602  -0.09

=====

Record 3
A cluster of 15 separate species, C4H37NO15 in total at a distorted geometry, computed with wB97M-V/def2-TZVPD.

Values from the calculation:
- max |F| (eV/Å) = 8.4
- frontier orbital gap (eV) = 8.5
- energy relative to the best compared isomer or geometry (same formula, charge and spin) (kcal per mole) = 207.8
- HOMO (eV) = -8.9
- E (Eh) = -1357.75023
- multiplicity = 1

Last column: Löwdin charge in e.
Geometry (Å):
C  -4.15615  -0.72705  -0.76593  -0.09
N  -2.80026  -0.34448  -1.26355  -0.24
C  -2.29923  -1.44749  -2.22957  -0.04
C  -1.72511  -0.15453  -0.16968  -0.11
C  -0.73667  0.97182  -0.60027  -0.21
O  -0.03036  1.33796  0.30931  -0.03
H  -4.11013  -1.04802  0.27887  0.08
H  -4.78358  0.23308  -0.85913  0.08
H  -4.74637  -1.27594  -1.54668  0.09
H  -2.68320  -1.13503  -3.20312  0.09
H  -2.41650  -2.42517  -1.78616  0.06
H  -1.24930  -1.23514  -2.24785  0.03
H  -1.40382  -0.91330  0.38301  0.04
H  -2.33387  0.46476  0.56903  0.13
H  -0.87618  1.29717  -1.58856  0.09
H  0.60480  0.21679  1.84716  0.05
H  2.13629  0.41215  1.88879  0.11
O  1.38892  -0.21155  2.27097  -0.10
H  -1.16213  1.61669  3.97294  -0.03
H  -0.22078  0.77338  4.84349  -0.04
O  -1.05954  1.01925  4.64424  0.03
H  4.29976  -2.14175  1.57090  0.07
H  2.84850  -2.03066  1.70146  -0.03
O  3.47903  -2.38633  1.15013  -0.01
H  0.53317  -2.44136  -1.91155  0.06
H  1.57033  -3.12648  -2.64480  0.06
O  0.77318  -2.51708  -2.93989  -0.16
H  3.87425  1.30216  0.43304  0.01
H  2.92335  0.51510  -0.50904  0.00
O  3.75958  0.50448  -0.04055  -0.03
H  -1.86453  3.49853  1.08538  0.09
H  -1.58443  1.93134  1.39576  0.03
O  -2.28821  2.66375  1.50234  -0.11
H  3.76748  -2.78790  -1.73970  0.02
H  3.02978  -3.15986  -0.36489  0.08
O  2.99827  -3.20973  -1.41955  -0.10
H  -3.48851  1.96624  -1.32795  0.06
H  -2.59973  3.23551  -1.72783  0.04
O  -2.73239  2.28933  -1.89932  -0.08
H  0.33473  -1.40125  0.05354  -0.05
H  0.79623  -1.73743  1.45965  0.07
O  0.87467  -1.96637  0.49710  -0.03
H  2.13424  1.08178  3.84443  -0.03
H  2.58245  -0.24035  4.55245  0.05
O  2.25990  0.66614  4.64711  -0.03
H  1.40441  -0.29288  -2.66365  0.06
H  1.15539  1.20961  -2.87054  0.05
O  1.09620  0.52941  -2.22486  -0.02
H  0.52830  5.05941  -1.24887  0.02
H  0.54376  4.06236  -2.12317  0.06
O  0.19720  4.21220  -1.25607  0.02
H  -1.43464  -3.78340  -0.43332  0.04
H  -0.62127  -3.10596  0.61784  -0.01
O  -1.53281  -3.32021  0.41407  -0.06
H  1.60634  1.77526  -0.03990  -0.09
H  1.43745  3.15761  -0.33522  -0.05
O  2.00178  2.56341  0.04820  0.00

=====

Record 4
A cluster of 15 separate species, C4H38N2O15 in total at a distorted geometry, computed with wB97M-V/def2-TZVPD.

Values from the calculation:
- max |F| (eV/Å) = 2.9
- frontier orbital gap (eV) = 9.0
- energy relative to the best compared isomer or geometry (same formula, charge and spin) (kcal per mole) = 131.5
- HOMO (eV) = -9.2
- E (Eh) = -1413.25458
- multiplicity = 1

Last column: Löwdin charge in e.
Geometry (Å):
O  -1.78154  1.66172  3.31927  0.05
C  -0.70522  1.21492  3.59718  -0.21
C  0.45780  1.01015  2.55812  -0.32
C  1.32567  2.25971  2.86338  -0.03
N  -0.05944  0.93112  1.19368  0.01
C  0.36011  -0.31779  0.52294  -0.21
N  1.21600  -0.02136  -0.68953  0.02
H  -0.25442  1.21759  4.60949  0.13
H  0.94905  0.12428  2.95493  0.13
H  1.66943  2.77899  1.97076  0.06
H  0.83285  3.02265  3.46556  0.08
H  2.29455  1.98189  3.28554  0.09
H  -0.75038  1.64026  1.04782  0.10
H  -0.36264  -0.93908  -0.01682  0.07
H  0.88106  -0.79735  1.32099  0.08
H  2.01225  0.56143  -0.44706  0.05
H  1.46506  -0.90868  -1.09296  0.03
H  0.71429  -2.83585  -2.22151  0.00
H  1.26608  -2.47665  -3.61531  0.05
O  1.48392  -2.95247  -2.80655  -0.06
H  -2.99520  -1.83461  -0.72921  0.07
H  -2.10966  -0.97682  0.26407  -0.02
O  -2.26371  -1.83253  -0.11088  -0.05
H  2.23150  2.94484  -3.30018  0.04
H  1.03394  2.39632  -2.57811  0.00
O  1.36445  3.22081  -2.97722  -0.07
H  0.79412  -2.78734  1.99107  -0.01
H  -0.38909  -3.08880  2.89942  -0.02
O  0.58298  -2.90248  2.92627  -0.09
H  -2.59010  -3.42872  2.16225  0.05
H  -2.28524  -2.21829  3.05738  0.02
O  -2.02560  -3.13415  2.87735  -0.05
H  -0.69144  -2.94877  -0.19220  0.03
H  0.56904  -3.83736  -0.52029  0.08
O  0.23420  -2.93638  -0.44180  -0.06
H  2.56780  -2.20374  0.16949  -0.01
H  3.19675  -3.14241  -0.84736  0.02
O  3.24210  -2.88350  0.07708  -0.04
H  -2.02795  1.69969  -0.46259  -0.01
H  -3.03850  1.41726  0.64537  0.05
O  -2.69287  1.04693  -0.17640  -0.07
H  3.03915  -0.59967  -2.37689  0.00
H  3.39384  0.91874  -2.26639  0.02
O  3.07469  0.22304  -2.84344  -0.03
H  -3.67059  -0.17456  2.14224  0.07
H  -2.20115  -0.14602  1.86312  0.00
O  -2.85984  -0.64568  2.35544  -0.04
H  -1.47525  3.37379  -1.79429  0.03
H  -2.95037  3.38690  -1.36302  0.04
O  -2.06497  3.59682  -1.06730  -0.05
H  -1.39372  0.52814  -4.78308  0.06
H  -2.20851  -0.66501  -4.18237  0.06
O  -1.32595  -0.30702  -4.30928  -0.04
H  -0.02252  0.78146  -1.49840  0.00
H  -1.00228  0.79978  -2.84930  0.01
O  -0.67356  1.26917  -2.06945  -0.09
H  2.39622  3.03695  -1.19190  0.03
H  1.73863  2.49215  0.14126  0.01
O  2.48415  2.40556  -0.46036  -0.06